Entry one
{"formula": "C7H7N", "method": "the ωB97M-V functional and the def2-TZVPD basis", "elements": ["C", "C", "C", "C", "C", "C", "C", "H", "H", "H", "H", "H", "H", "H", "N"], "xyz": [[1.649, -0.173, -0.324], [2.794, -0.063, -0.620], [0.373, 0.210, 1.110], [-0.448, 1.221, 0.503], [-1.493, 0.913, -0.348], [-1.665, -0.379, -0.662], [-0.954, -1.410, 0.117], [0.543, -0.369, -0.234], [3.814, 0.130, -0.863], [1.186, 0.552, 1.782], [-0.332, 2.242, 0.757], [-2.018, 1.613, -0.766], [-2.220, -0.958, -1.521], [-1.286, -2.423, 0.136], [0.056, -1.106, 0.932]], "total_charge": 0, "orbital_gap_ha": 0.319}

---

Entry two
{"formula": "C7H7N", "method": "the ωB97M-V functional and the def2-TZVPD basis", "elements": ["C", "C", "C", "C", "C", "C", "C", "N", "H", "H", "H", "H", "H", "H", "H"], "xyz": [[2.952, 0.907, -0.937], [1.826, 0.398, -1.035], [0.163, -2.032, 0.138], [-0.468, 0.178, 0.023], [-0.829, 1.454, -0.079], [-0.782, -1.048, 0.828], [0.518, -0.221, -1.085], [0.638, -1.644, -0.953], [3.980, 1.168, -0.902], [0.175, -3.138, 0.554], [-0.388, 2.095, -0.790], [-1.537, 2.105, 0.575], [-1.740, -1.360, 0.613], [-0.705, -1.023, 1.844], [-0.096, -0.144, -2.040]], "total_charge": 0, "orbital_gap_ha": 0.388, "smiles": "C#C[C@H]1N=CCC1=C"}

---

Entry three
{"formula": "C7H7N", "method": "the ωB97M-V functional and the def2-TZVPD basis", "elements": ["C", "C", "C", "C", "C", "C", "C", "N", "H", "H", "H", "H", "H", "H", "H"], "xyz": [[-0.531, 0.331, 0.651], [-1.393, 0.587, -0.188], [0.235, 0.381, 1.742], [1.270, -1.308, 1.253], [1.735, -1.280, -0.047], [1.364, -0.356, 2.311], [-2.416, 1.105, -1.047], [1.515, -0.534, -1.095], [2.347, -2.306, -0.028], [2.130, 0.417, 2.317], [1.244, -0.722, 3.377], [-1.993, 1.182, -2.026], [-3.213, 0.456, -0.852], [-2.700, 2.164, -0.678], [1.838, -0.800, -2.054]], "total_charge": 0, "orbital_gap_ha": 0.240}

---

Which structure is most stable, and how do the rest compare? From most to least stable: entry two, entry one, entry three.

---

Entry one
{"formula": "C3H11N2O2", "method": "the ωB97M-V functional and the def2-TZVPD basis", "elements": ["N", "C", "C", "C", "N", "O", "H", "H", "H", "H", "H", "H", "H", "H", "H", "H", "H", "O"], "xyz": [[0.192, 1.948, 0.764], [-0.796, 1.008, 0.053], [-0.599, 1.252, -1.452], [-0.472, -0.427, 0.467], [-1.447, -1.319, 0.223], [0.634, -0.711, 0.928], [1.148, 1.577, 0.811], [-0.261, 2.181, 1.653], [0.277, 2.850, 0.282], [-1.800, 1.403, 0.272], [-0.882, 2.215, -1.863], [-1.270, 0.655, -2.106], [0.417, 0.988, -1.716], [-1.231, -2.298, 0.403], [-2.382, -0.994, 0.001], [2.982, -1.877, -0.914], [1.912, -2.118, 0.183], [2.026, -1.784, -0.725]], "total_charge": 2, "orbital_gap_ha": [0.481, 0.204], "s_squared": 0.77, "spin_multiplicity": 2}

---

Entry two
{"formula": "C3H11N2O2", "method": "the ωB97M-V functional and the def2-TZVPD basis", "elements": ["N", "C", "C", "C", "N", "O", "H", "H", "H", "H", "H", "H", "H", "H", "H", "H", "H", "O"], "xyz": [[1.104, -0.266, 0.842], [0.065, 0.640, 0.099], [0.274, 0.380, -1.465], [-1.394, 0.303, 0.722], [-2.370, 1.300, 0.785], [-1.463, -0.677, 1.455], [0.506, -0.770, 1.515], [1.831, 0.272, 1.255], [1.490, -1.042, 0.208], [0.387, 1.751, 0.448], [0.828, -0.506, -1.838], [0.895, 1.174, -1.926], [-0.712, 0.309, -1.924], [-3.307, 1.009, 1.262], [-2.422, 2.086, 0.178], [3.154, -0.618, -2.036], [3.431, -1.960, -2.050], [2.602, -1.434, -1.782]], "total_charge": 2, "orbital_gap_ha": [0.356, 0.169], "s_squared": 0.78, "spin_multiplicity": 2}

---

Which structure is most stable, and how do the rest compare? From most to least stable: entry one, entry two.

---

Entry one
{"formula": "C40H47N5O3S2SiW", "method": "the ωB97M-V functional and the def2-TZVPD basis", "elements": ["W", "C", "N", "C", "C", "N", "C", "S", "C", "C", "C", "C", "C", "N", "H", "H", "H", "H", "H", "H", "H", "H", "H", "N", "C", "N", "O", "H", "H", "H", "H", "C", "C", "C", "C", "Si", "O", "C", "C", "C", "C", "C", "C", "C", "C", "C", "C", "C", "C", "H", "H", "H", "H", "H", "H", "H", "H", "H", "H", "H", "H", "H", "H", "H", "H", "H", "H", "H", "C", "S", "O", "C", "C", "C", "C", "C", "C", "H", "H", "H", "H", "H", "H", "H", "H", "C", "C", "C", "C", "C", "C", "C", "H", "H", "H", "H", "H", "H", "H"], "xyz": [[-0.870, -0.251, 0.781], [1.890, 3.977, -1.021], [0.450, 3.748, -1.120], [-0.440, 4.556, -1.792], [-1.655, 4.016, -1.655], [-1.520, 2.847, -0.888], [-0.195, 2.713, -0.566], [0.684, 1.543, 0.318], [-2.657, 2.114, -0.435], [-3.916, 2.520, -0.862], [-5.049, 1.966, -0.301], [-4.909, 1.020, 0.699], [-3.642, 0.597, 1.005], [-2.517, 1.090, 0.424], [2.118, 4.900, -1.546], [2.428, 3.149, -1.479], [2.176, 4.069, 0.025], [-0.129, 5.450, -2.303], [-2.591, 4.387, -2.016], [-4.030, 3.272, -1.623], [-6.026, 2.288, -0.635], [-5.754, 0.574, 1.204], [-3.496, -0.191, 1.731], [0.844, -2.256, -1.849], [-0.287, -1.598, -2.105], [-1.053, -1.986, -3.136], [-0.640, -0.602, -1.407], [1.122, -3.038, -2.418], [1.537, -1.818, -1.233], [-0.822, -2.796, -3.684], [-2.000, -1.645, -3.182], [-2.160, -4.754, -1.237], [-2.538, -4.619, 0.244], [-3.609, -5.664, 0.595], [-1.290, -4.890, 1.092], [-3.212, -2.892, 0.590], [-1.924, -1.817, 0.729], [-4.077, -2.732, 2.239], [-3.338, -2.817, 3.426], [-3.943, -2.668, 4.665], [-5.309, -2.431, 4.743], [-6.062, -2.344, 3.581], [-5.450, -2.490, 2.342], [-4.334, -2.290, -0.789], [-5.486, -3.006, -1.133], [-6.325, -2.583, -2.154], [-6.033, -1.425, -2.861], [-4.901, -0.692, -2.534], [-4.067, -1.122, -1.509], [-1.778, -5.761, -1.430], [-1.372, -4.045, -1.507], [-3.013, -4.588, -1.897], [-3.210, -6.666, 0.419], [-4.504, -5.565, -0.021], [-3.908, -5.604, 1.643], [-0.952, -5.917, 0.926], [-1.482, -4.786, 2.162], [-0.469, -4.224, 0.813], [-2.270, -3.008, 3.390], [-3.354, -2.744, 5.570], [-5.786, -2.321, 5.707], [-7.129, -2.169, 3.639], [-6.056, -2.415, 1.446], [-5.745, -3.912, -0.598], [-7.208, -3.159, -2.400], [-6.685, -1.096, -3.659], [-4.670, 0.218, -3.077], [-3.187, -0.535, -1.271], [5.007, -1.323, -0.877], [3.845, -0.187, -0.117], [2.502, -0.854, -0.218], [3.894, 1.080, -1.379], [4.916, 2.018, -1.337], [4.971, 3.001, -2.315], [3.999, 3.049, -3.307], [2.968, 2.117, -3.323], [2.911, 1.124, -2.355], [4.644, -1.588, -1.869], [5.065, -2.201, -0.235], [5.981, -0.841, -0.939], [5.664, 1.983, -0.553], [5.772, 3.729, -2.303], [4.048, 3.813, -4.071], [2.214, 2.158, -4.099], [2.109, 0.395, -2.342], [-0.860, 0.109, 2.872], [0.456, -0.570, 2.892], [0.537, -1.913, 2.484], [1.773, -2.570, 2.424], [2.923, -1.900, 2.764], [2.860, -0.552, 3.141], [1.657, 0.111, 3.180], [-0.845, 1.132, 3.240], [-1.658, -0.456, 3.362], [-0.369, -2.491, 2.361], [1.806, -3.617, 2.152], [3.876, -2.415, 2.761], [3.767, -0.031, 3.420], [1.612, 1.149, 3.487]], "total_charge": 2, "orbital_gap_ha": [0.251, 0.281], "s_squared": 2.01, "spin_multiplicity": 3}

---

Entry two
{"formula": "C40H47N5O3S2SiW", "method": "the ωB97M-V functional and the def2-TZVPD basis", "elements": ["W", "C", "N", "C", "C", "N", "C", "S", "C", "C", "C", "C", "C", "N", "H", "H", "H", "H", "H", "H", "H", "H", "H", "N", "C", "N", "O", "H", "H", "H", "H", "C", "C", "C", "C", "Si", "O", "C", "C", "C", "C", "C", "C", "C", "C", "C", "C", "C", "C", "H", "H", "H", "H", "H", "H", "H", "H", "H", "H", "H", "H", "H", "H", "H", "H", "H", "H", "H", "C", "S", "O", "C", "C", "C", "C", "C", "C", "H", "H", "H", "H", "H", "H", "H", "H", "C", "C", "C", "C", "C", "C", "C", "H", "H", "H", "H", "H", "H", "H"], "xyz": [[0.152, 0.482, 0.863], [2.886, 4.764, -0.842], [1.451, 4.509, -0.969], [0.562, 5.302, -1.661], [-0.651, 4.753, -1.531], [-0.516, 3.596, -0.747], [0.809, 3.471, -0.417], [1.688, 2.314, 0.485], [-1.651, 2.870, -0.278], [-2.917, 3.299, -0.662], [-4.041, 2.738, -0.088], [-3.886, 1.764, 0.883], [-2.615, 1.329, 1.154], [-1.501, 1.831, 0.560], [3.109, 5.684, -1.373], [3.449, 3.940, -1.277], [3.147, 4.875, 0.208], [0.870, 6.194, -2.177], [-1.585, 5.111, -1.910], [-3.044, 4.074, -1.396], [-5.023, 3.077, -0.389], [-4.722, 1.309, 1.394], [-2.457, 0.525, 1.859], [1.791, -1.443, -1.860], [0.692, -0.727, -2.095], [-0.065, -1.015, -3.165], [0.359, 0.235, -1.340], [2.052, -2.196, -2.473], [2.478, -1.087, -1.186], [0.148, -1.796, -3.762], [-0.997, -0.636, -3.205], [-1.039, -4.057, -1.163], [-1.487, -3.894, 0.294], [-2.568, -4.936, 0.617], [-0.277, -4.142, 1.204], [-2.179, -2.162, 0.578], [-0.902, -1.081, 0.756], [-3.113, -1.973, 2.186], [-2.426, -2.034, 3.406], [-3.085, -1.859, 4.613], [-4.453, -1.619, 4.626], [-5.154, -1.556, 3.431], [-4.488, -1.728, 2.224], [-3.246, -1.600, -0.861], [-4.388, -2.323, -1.223], [-5.187, -1.932, -2.289], [-4.863, -0.801, -3.024], [-3.740, -0.062, -2.680], [-2.948, -0.458, -1.610], [-0.645, -5.066, -1.318], [-0.242, -3.350, -1.411], [-1.862, -3.908, -1.866], [-2.156, -5.940, 0.482], [-3.433, -4.856, -0.043], [-2.917, -4.856, 1.648], [0.073, -5.171, 1.073], [-0.519, -4.020, 2.263], [0.553, -3.478, 0.951], [-1.358, -2.226, 3.421], [-2.536, -1.917, 5.544], [-4.972, -1.489, 5.567], [-6.222, -1.379, 3.439], [-5.054, -1.672, 1.301], [-4.673, -3.208, -0.666], [-6.064, -2.513, -2.546], [-5.483, -0.498, -3.857], [-3.484, 0.827, -3.246], [-2.074, 0.133, -1.361], [6.006, -0.559, -0.830], [4.827, 0.613, -0.153], [3.491, -0.074, -0.195], [4.847, 1.766, -1.522], [5.805, 2.771, -1.537], [5.832, 3.662, -2.601], [4.902, 3.548, -3.627], [3.936, 2.549, -3.590], [3.901, 1.653, -2.530], [5.643, -0.905, -1.796], [6.086, -1.383, -0.123], [6.970, -0.064, -0.936], [6.522, 2.861, -0.729], [6.581, 4.442, -2.630], [4.932, 4.239, -4.459], [3.214, 2.464, -4.392], [3.149, 0.876, -2.474], [0.168, 0.757, 2.967], [1.487, 0.085, 2.952], [1.571, -1.240, 2.487], [2.810, -1.888, 2.393], [3.959, -1.228, 2.754], [3.893, 0.104, 3.187], [2.688, 0.759, 3.261], [0.180, 1.764, 3.377], [-0.624, 0.166, 3.437], [0.667, -1.817, 2.348], [2.845, -2.923, 2.078], [4.914, -1.738, 2.725], [4.799, 0.616, 3.482], [2.640, 1.783, 3.611]], "total_charge": 2, "orbital_gap_ha": [0.251, 0.282], "s_squared": 2.01, "spin_multiplicity": 3}

---

Which structure is most stable, and how do the rest compare? From most to least stable: entry two, entry one.